Entry 1:
Here is C20H60ClO17P as an isolated structure in a non-equilibrium geometry from the Open Molecules 2025 dataset. Energies are from the ωB97M-V functional and the def2-TZVPD basis.

```
99
Properties=species:S:1:pos:R:3:mulliken_charge:R:1
C -3.651 1.070 -1.139 0.17
O -4.648 1.266 -2.206 -0.44
C -4.452 2.633 -2.794 0.06
C -4.239 2.431 -4.407 -0.56
C -2.721 2.717 -4.952 -0.19
C -1.639 1.519 -4.670 0.28
O -1.599 0.457 -5.686 -0.39
P -2.425 -0.988 -5.175 0.79
O -1.788 -2.191 -6.040 -0.67
O -4.146 -1.008 -5.575 -0.32
Cl -4.833 -1.811 -4.221 0.03
O -2.192 -1.425 -3.506 0.09
C -1.133 -2.431 -3.330 -0.38
C -1.004 -2.664 -1.679 -0.64
C -0.805 -1.268 -0.840 0.94
C 0.711 -1.066 -0.217 -0.05
O 1.359 0.200 -0.595 -0.39
C 0.677 1.354 0.016 0.41
O 0.963 1.853 1.245 -0.53
H -3.637 -0.043 -0.736 0.17
H -2.588 1.351 -1.548 -0.35
H -3.854 1.820 -0.233 0.14
H -5.514 3.163 -2.664 0.28
H -3.611 3.236 -2.250 -0.07
H -4.940 3.240 -4.937 0.35
H -4.685 1.387 -4.690 0.21
H -2.325 3.671 -4.354 -0.10
H -2.739 3.064 -6.094 0.34
H -1.797 1.153 -3.570 -0.20
H -0.562 2.034 -4.690 0.27
H -0.125 -2.014 -3.754 0.20
H -1.468 -3.462 -3.772 0.27
H -0.199 -3.486 -1.461 0.15
H -2.048 -3.124 -1.333 0.25
H -1.109 -0.296 -1.417 -0.83
H -1.532 -1.337 0.099 0.31
H 1.366 -1.940 -0.650 0.30
H 0.670 -1.207 0.967 -0.09
H -0.185 1.869 -0.608 0.20
C 1.106 -2.263 4.229 -0.41
O -0.086 -1.533 4.006 -0.51
H 0.849 -3.271 4.560 0.16
H 1.678 -2.321 3.300 0.21
H 1.698 -1.767 5.003 0.27
H 0.173 -0.643 3.713 0.27
C 3.552 -1.863 7.870 -0.50
O 3.564 -2.633 6.682 -0.49
H 3.174 -2.480 8.689 0.30
H 4.568 -1.534 8.102 0.19
H 2.898 -0.997 7.737 0.24
H 3.903 -2.060 5.973 0.26
C 2.710 -2.655 -5.850 -0.62
O 1.309 -2.664 -5.641 -0.37
H 3.174 -3.377 -5.175 0.21
H 2.926 -2.933 -6.884 0.25
H 3.104 -1.657 -5.640 0.27
H 0.925 -2.014 -6.253 0.24
C -0.507 -6.840 -1.186 -0.51
O -1.154 -6.051 -2.168 -0.47
H -0.983 -6.663 -0.218 0.15
H -0.599 -7.897 -1.447 0.35
H 0.547 -6.558 -1.127 0.20
H -0.710 -6.229 -3.014 0.29
C -4.148 0.783 2.730 -0.65
O -3.038 1.098 1.910 -0.32
H -5.064 0.884 2.143 0.24
H -4.058 -0.246 3.086 0.29
H -4.184 1.471 3.578 0.29
H -2.241 1.000 2.458 0.21
C 5.121 1.915 8.621 -0.58
O 5.133 1.145 7.433 -0.42
H 4.743 1.298 9.440 0.20
H 6.137 2.243 8.853 0.27
H 4.467 2.780 8.488 0.27
H 5.472 1.718 6.724 0.26
C 0.529 -5.437 2.455 -0.65
O 0.988 -4.862 1.246 -0.42
H -0.340 -4.876 2.807 0.22
H 0.242 -6.476 2.280 0.32
H 1.320 -5.387 3.207 0.29
H 1.759 -5.380 0.958 0.25
C 5.251 0.978 3.442 -0.45
O 5.736 2.049 4.231 -0.52
H 4.230 0.743 3.752 0.14
H 5.253 1.271 2.389 0.29
H 5.886 0.100 3.588 0.26
H 6.643 2.235 3.934 0.30
C -2.015 5.488 -1.005 -0.63
O -2.003 4.718 -2.193 -0.43
H -2.393 4.871 -0.186 0.23
H -0.999 5.817 -0.772 0.20
H -2.668 6.354 -1.137 0.30
H -1.664 5.291 -2.901 0.26
C 1.291 7.302 -2.132 -0.46
O 0.098 8.031 -2.355 -0.48
H 1.034 6.293 -1.800 0.13
H 1.863 7.243 -3.061 0.28
H 1.883 7.798 -1.358 0.27
H 0.358 8.921 -2.648 0.29
```

Values from the calculation:
E_tot	-2878.1806	hartree
frontier orbital gap	9.0	eV
E_HOMO	-9.281	eV
multiplicity	1
charge	0

---

Entry 2:
Here is an isolated ion of composition C4H10NOS and charge +1 in a non-equilibrium geometry from the Open Molecules 2025 dataset. Energies are from the ωB97M-V functional and the def2-TZVPD basis.

```
17
Properties=species:S:1:pos:R:3:nbo_charge:R:1
C -0.204 -1.278 0.096 0.17
C 0.869 -0.258 -0.172 -0.12
C -2.444 0.045 0.308 -0.43
C 3.344 0.869 0.174 -0.73
N -1.527 -0.994 -0.405 -0.51
O 0.692 -1.438 -0.950 -0.45
S 2.091 -0.108 1.084 0.29
H -0.245 -1.915 0.892 0.22
H 0.487 0.516 -0.850 0.21
H -2.864 -0.318 1.181 0.24
H -1.651 0.849 0.711 0.24
H -3.236 0.566 -0.305 0.27
H 4.292 0.463 0.350 0.24
H 3.509 1.856 0.468 0.24
H 3.191 0.735 -0.892 0.23
H -1.420 -0.737 -1.446 0.46
H -2.032 -1.785 -0.561 0.43
```

Values from the calculation:
E_tot	-686.2394	hartree
frontier orbital gap	9.6	eV
E_HOMO	-12.968	eV
energy relative to the best compared isomer or geometry (same formula, charge and spin)	82.6	kcal per mole
multiplicity	1
charge	+1

---

Entry 3:
Here is a 11-piece molecular cluster, C34H66O23S5 overall in a non-equilibrium geometry from the Open Molecules 2025 dataset. Energies are from the ωB97M-V functional and the def2-TZVPD basis.

```
128
Properties=species:S:1:pos:R:3:mulliken_charge:R:1
C 1.263 2.640 7.378 -1.52
C 0.797 2.542 5.849 0.39
C 1.121 3.813 5.126 -0.35
O 1.856 3.353 4.037 -0.37
C 1.835 2.028 3.930 0.63
O 2.347 1.455 2.964 -0.37
O 1.382 1.537 5.040 -0.20
H 2.353 2.634 7.362 0.40
H 0.979 1.630 7.674 0.38
H 0.927 3.393 8.091 0.36
H -0.244 2.250 5.710 0.11
H 1.757 4.358 5.822 0.36
H 0.214 4.394 4.959 0.27
C -4.252 -0.600 -3.016 -1.39
C -5.025 -0.204 -1.700 2.32
C -6.223 0.556 -1.974 -0.43
O -7.235 -0.318 -1.722 -0.39
C -6.866 -1.451 -1.193 0.55
O -7.638 -2.381 -0.895 -0.63
O -5.568 -1.436 -1.157 -0.44
H -3.283 -0.122 -2.870 0.38
H -4.776 -0.412 -3.953 0.26
H -4.173 -1.678 -2.878 0.42
H -4.383 0.394 -1.053 -1.26
H -6.373 0.960 -2.975 0.35
H -6.312 1.492 -1.421 0.23
C 4.491 1.040 0.743 -1.23
C 4.872 -0.227 -0.152 1.77
C 5.363 0.328 -1.459 -0.34
O 6.549 -0.415 -1.711 -0.37
C 6.676 -1.351 -0.725 0.56
O 7.510 -2.220 -0.626 -0.61
O 5.874 -1.086 0.246 -0.40
H 3.680 1.611 0.292 0.40
H 5.266 1.769 0.978 0.47
H 3.993 0.642 1.626 -0.25
H 3.938 -0.744 -0.374 -0.54
H 5.572 1.398 -1.450 0.32
H 4.663 0.135 -2.272 0.19
C -2.416 2.409 -5.742 -1.79
C -2.533 3.225 -4.432 1.43
C -1.162 3.984 -4.277 -0.50
O -1.552 5.279 -4.700 -0.40
C -2.837 5.531 -4.768 0.62
O -3.459 6.611 -4.979 -0.61
O -3.473 4.267 -4.722 -0.49
H -3.283 2.355 -6.401 0.45
H -2.128 1.380 -5.529 0.31
H -1.680 2.783 -6.455 0.47
H -2.881 2.702 -3.541 -0.14
H -0.482 3.355 -4.851 0.49
H -0.899 3.963 -3.219 0.14
C 0.085 -3.249 2.410 -1.23
C 0.607 -3.827 1.176 1.79
C 1.294 -5.105 1.173 -0.55
O 0.949 -5.699 -0.077 -0.31
C -0.099 -5.131 -0.565 0.45
O -0.796 -5.485 -1.505 -0.59
O -0.537 -4.134 0.383 -0.37
H 0.924 -2.910 3.017 0.12
H -0.524 -3.889 3.048 0.53
H -0.567 -2.392 2.237 0.03
H 1.356 -3.111 0.839 -0.48
H 0.901 -5.824 1.891 0.40
H 2.361 -5.041 1.387 0.27
C 4.637 -1.437 3.605 -1.25
C 4.469 -2.188 4.948 0.36
C 4.050 -1.235 6.054 -0.24
O 2.889 -1.814 6.619 -0.34
C 2.512 -2.881 5.850 0.66
O 1.691 -3.788 6.183 -0.60
O 3.312 -2.954 4.724 -0.29
H 3.874 -0.710 3.328 -0.03
H 4.760 -2.162 2.801 0.40
H 5.594 -0.925 3.709 0.48
H 5.431 -2.678 5.097 0.37
H 3.772 -0.231 5.733 0.10
H 4.861 -1.355 6.773 0.33
C -1.807 -1.277 -6.011 -0.89
S -0.335 -1.272 -4.784 0.44
O -0.419 0.112 -4.200 -0.46
C -1.044 -2.473 -3.516 0.35
H -2.685 -0.792 -5.586 0.04
H -2.070 -2.215 -6.500 0.40
H -1.435 -0.613 -6.792 0.41
H -0.799 -3.491 -3.818 0.50
H -2.060 -2.168 -3.262 -0.30
H -0.519 -2.371 -2.567 -0.39
C -4.819 4.472 -1.643 -0.44
S -3.642 4.043 -0.342 0.44
O -2.771 2.880 -0.835 -0.37
C -2.485 5.460 -0.483 -0.95
H -5.605 5.120 -1.254 0.53
H -5.156 3.525 -2.065 -0.05
H -4.251 4.820 -2.505 -0.03
H -1.763 5.288 -1.281 0.12
H -1.806 5.684 0.340 0.37
H -3.076 6.374 -0.547 0.43
C 3.927 -2.941 -3.266 -1.11
S 2.719 -3.634 -2.056 1.13
O 1.583 -4.347 -2.745 -0.75
C 3.734 -4.998 -1.571 -1.13
H 3.778 -1.889 -3.019 0.08
H 3.688 -3.234 -4.288 0.43
H 4.945 -3.323 -3.340 0.46
H 3.624 -5.894 -2.183 0.36
H 3.404 -5.381 -0.605 0.17
H 4.801 -4.789 -1.495 0.43
C -4.375 1.016 1.841 -0.33
S -3.322 0.064 3.075 0.23
O -2.663 -1.034 2.240 -0.48
C -1.981 1.173 3.579 -0.95
H -5.227 0.382 1.594 0.38
H -3.819 1.094 0.907 -0.46
H -4.744 2.007 2.107 0.45
H -2.493 1.890 4.222 0.50
H -1.876 1.829 2.715 0.29
H -1.067 0.783 4.026 0.27
C -0.722 0.420 -1.219 -0.24
S 1.142 0.339 -0.958 -0.08
O 1.738 -0.861 -1.639 -0.36
C 0.880 -0.032 0.763 -0.09
H -1.370 0.615 -0.364 0.36
H -0.995 -0.603 -1.479 -0.03
H -1.042 1.095 -2.012 0.02
H 1.731 -0.147 1.434 -0.02
H 0.258 -0.926 0.745 0.00
H 0.344 0.824 1.174 0.25
```

Values from the calculation:
E_tot	-5056.2611	hartree
frontier orbital gap	8.2	eV
E_HOMO	-8.662	eV
energy relative to the best compared isomer or geometry (same formula, charge and spin)	122.7	kcal per mole
multiplicity	1
charge	0

---

> charge of number 1 (C20H60ClO17P)?

0